[1]
C10H12N6S in the gas phase in a non-equilibrium geometry, computed with ωB97M-V with the def2-TZVPD basis set.

Values from the calculation:
DFT total energy, eV: -30336.9070
Net charge: 0
Energy relative to the best compared isomer or geometry (same formula, charge and spin), kJ/mol: 0.0
SMILES: CCc1c(C)nc(N)nc1N1N=C1SCC#N

Last column: Mulliken charge in e.
Cartesian coordinates (Å):
N  -0.0598  3.1376  -0.2077  -0.40
C  -0.7579  2.5969  -0.9452  0.34
N  0.5342  -1.4743  -2.1954  -0.73
N  -0.7664  -0.5415  0.2403  -0.54
N  -0.5625  -0.1774  2.4913  -0.65
S  -0.4197  1.1079  -3.2640  -0.11
C  0.2994  -0.2009  -2.3325  0.59
C  -1.2299  -0.5429  1.4467  0.26
C  0.5304  -0.3488  0.0335  0.50
C  0.7356  0.1082  2.3320  1.02
C  1.3629  -0.0119  1.0813  -0.10
N  -2.5040  -0.8734  1.6064  -0.48
N  1.0139  -0.5189  -1.2483  0.20
C  -1.5272  1.8544  -1.9600  -0.46
C  1.4417  0.5205  3.5457  -1.28
C  3.1809  1.4986  0.2912  -1.04
C  2.8661  0.1498  0.8926  -0.89
H  -2.8280  -0.5547  2.4771  0.25
H  -3.0961  -0.7004  0.7951  0.25
H  -2.2636  2.4695  -2.4544  0.44
H  -2.1187  1.0675  -1.4854  0.19
H  1.9924  1.4669  3.4241  0.30
H  2.1742  -0.2612  3.7836  0.34
H  0.8224  0.6267  4.4072  0.38
H  2.6508  1.6212  -0.6390  0.27
H  4.2875  1.6426  0.1696  0.34
H  2.8714  2.2769  0.9880  0.27
H  3.2950  -0.6109  0.2511  0.36
H  3.4210  0.0180  1.8212  0.37

Force components x, y, z for each atom (eV/Å):
N -0.4 -0.1 -0.1
C 0.1 -0.1 -0.3
N -2.7 1.2 -3.1
N 0.5 -0.5 -2.8
N 1.6 0.5 2.1
S -0.2 -0.5 0.6
C -1.5 -2.8 -1.5
C 0.5 0.6 -0.8
C -1.9 -0.5 1.8
C -1.2 -0.2 -0.8
C 1.3 -0.4 0.2
N -2.1 -0.6 -0.8
N 5.2 3.2 3.1
C 0.5 -0.6 0.5
C 1.7 0.3 0.4
C 1.3 0.6 0.6
C -0.1 -0.1 0.1
H -0.9 0.2 1.1
H 0.2 -0.3 0.5
H 0.2 0.4 -0.4
H 0.4 -0.1 0.0
H -0.1 -0.4 -0.1
H 0.1 0.2 0.1
H -0.8 0.0 0.3
H 0.0 0.2 -0.4
H -0.9 -0.2 -0.2
H -0.2 0.2 -0.1
H -0.4 -0.4 -0.3
H -0.3 0.1 0.3

[2]
5 unconnected molecules or ions with the total composition C30H52O7 in a non-equilibrium geometry, computed with ωB97M-V with the def2-TZVPD basis set.

Values from the calculation:
DFT total energy, eV: -46283.7817
Net charge: 0
Energy relative to the best compared isomer or geometry (same formula, charge and spin), kJ/mol: 0.0
SMILES: CCCCCOC(=O)OCCc1ccccc1.C1CCOC1.C1CCOC1.C1CCOC1.C1CCOC1

Last column: Mulliken charge in e.
Cartesian coordinates (Å):
C  11.3799  -0.9299  -1.3512  -1.30
C  10.4068  0.2354  -1.1028  -0.29
C  9.0224  -0.0240  -1.7460  -0.77
C  8.1899  1.2691  -1.8342  -0.50
C  7.0022  1.0507  -2.8099  -0.46
O  5.7558  0.9733  -2.0811  -0.31
C  4.6959  1.0505  -2.9324  0.67
O  4.6815  0.3865  -3.9522  -0.55
O  3.7181  1.9167  -2.6009  -0.34
C  2.5203  1.2617  -2.1258  -0.50
C  1.6932  0.6667  -3.2633  -0.70
C  0.3306  0.1638  -2.8251  0.71
C  -0.7475  0.4820  -3.6244  -0.19
C  -2.0249  0.0686  -3.3328  -0.92
C  -2.1987  -0.7088  -2.2062  -0.35
C  -1.1426  -1.0446  -1.4101  -0.46
C  0.1307  -0.6066  -1.7009  -0.53
H  11.6605  -1.0105  -2.4082  0.33
H  12.3199  -0.7690  -0.8097  0.38
H  10.9567  -1.8840  -1.0197  0.31
H  10.8630  1.1358  -1.5259  0.33
H  10.2422  0.2946  -0.0212  0.26
H  8.5276  -0.7938  -1.1416  0.25
H  9.2166  -0.4452  -2.7406  0.43
H  8.8328  2.0001  -2.3382  0.31
H  7.8534  1.6063  -0.8529  0.30
H  7.2153  0.1295  -3.3547  0.32
H  6.9236  1.9020  -3.4928  0.34
H  1.9109  2.0592  -1.6893  0.15
H  2.7392  0.5597  -1.3136  0.36
H  1.5913  1.4444  -4.0290  0.29
H  2.2003  -0.1608  -3.7748  0.46
H  -0.5887  1.0756  -4.5234  0.32
H  -2.8636  0.3259  -3.9696  0.40
H  -3.2035  -1.0395  -1.9594  0.36
H  -1.3283  -1.6758  -0.5334  0.46
H  0.9811  -0.8765  -1.0805  0.33
C  -6.7374  -0.9912  0.9607  -0.55
C  -6.1117  -2.1657  1.6908  -0.28
C  -4.8246  -2.3748  0.9074  -0.22
O  -4.4355  -1.0890  0.4115  -0.37
C  -5.5159  -0.1643  0.5936  -0.39
H  -7.4608  -0.4381  1.5590  0.35
H  -7.2389  -1.3420  0.0547  0.29
H  -5.8807  -1.8801  2.7199  -0.05
H  -6.7419  -3.0541  1.7173  0.40
H  -4.9849  -3.0368  0.0488  0.23
H  -4.0196  -2.7880  1.5175  0.11
H  -5.2419  0.5203  1.4040  0.21
H  -5.6573  0.4175  -0.3181  0.28
C  0.3907  6.1461  -1.1508  -0.67
C  0.8882  4.7097  -1.2389  -0.50
C  -0.3507  3.9818  -1.7452  0.22
O  -1.0732  4.9196  -2.5499  -0.42
C  -0.5323  6.2292  -2.3573  -0.44
H  1.1865  6.8898  -1.1731  0.35
H  -0.1813  6.2860  -0.2301  0.28
H  1.6924  4.6396  -1.9767  0.25
H  1.2584  4.3133  -0.2937  0.44
H  -0.9979  3.6744  -0.9169  0.18
H  -0.1116  3.0997  -2.3412  -0.19
H  0.0215  6.5049  -3.2616  0.27
H  -1.3460  6.9423  -2.2183  0.29
C  0.6583  -5.0198  1.9025  -0.59
C  -0.4104  -5.8604  1.2191  -0.53
C  -1.4680  -4.8167  0.8963  -0.46
O  -0.7761  -3.5812  0.6817  -0.28
C  0.5822  -3.7216  1.1144  -0.45
H  1.6501  -5.4695  1.8849  0.34
H  0.3825  -4.8425  2.9450  0.27
H  -0.0123  -6.2883  0.2959  0.28
H  -0.7912  -6.6745  1.8344  0.34
H  -2.1588  -4.6776  1.7353  0.24
H  -2.0482  -5.0667  0.0071  0.28
H  1.2194  -3.7600  0.2241  0.28
H  0.8663  -2.8512  1.7075  0.29
C  -6.3052  0.6095  6.2705  -0.56
C  -7.4388  -0.3187  6.6802  -0.52
C  -8.4729  -0.0407  5.6024  -0.43
O  -7.7519  0.3094  4.4144  -0.39
C  -6.3753  0.5358  4.7536  -0.21
H  -5.3331  0.3164  6.6649  0.34
H  -6.5170  1.6275  6.6065  0.26
H  -7.1073  -1.3585  6.6225  0.26
H  -7.8146  -0.1373  7.6863  0.34
H  -9.1102  0.8075  5.8741  0.25
H  -9.1102  -0.9020  5.3982  0.27
H  -5.7899  -0.3073  4.3711  0.08
H  -6.0251  1.4491  4.2710  0.28

Force components x, y, z for each atom (eV/Å):
C 0.2 0.2 0.1
C -0.2 -1.0 -0.2
C 0.9 0.4 0.6
C -0.2 -1.0 -1.2
C 0.8 0.2 0.7
O -0.8 1.0 -0.2
C 0.6 -1.5 -1.6
O -0.2 0.9 1.0
O 0.6 -0.6 1.0
C -1.0 0.2 -0.2
C 0.2 -0.5 -0.2
C 0.7 0.7 -0.4
C -0.2 0.6 -1.0
C 0.0 -0.2 0.0
C -1.5 0.0 -0.3
C 0.0 -0.8 1.4
C 0.5 -0.1 0.1
H -0.2 0.0 0.1
H -0.2 -0.1 0.0
H 0.1 0.1 -0.1
H -0.2 0.1 0.4
H 0.3 0.6 -0.1
H -0.1 0.1 -0.2
H -0.3 0.2 0.0
H -0.1 0.2 0.5
H 0.1 0.2 -0.2
H -0.5 0.1 -0.2
H 0.0 -0.3 -0.1
H 0.3 0.0 0.0
H 0.2 0.0 -0.3
H -0.1 -0.1 0.2
H 0.2 0.2 0.3
H 0.1 0.0 0.2
H 0.1 0.0 0.0
H 0.2 -0.1 0.2
H 0.2 0.3 -0.4
H -0.2 -0.1 0.1
C -0.2 0.0 -0.2
C 0.1 0.0 0.2
C 0.0 0.0 -0.2
O -0.2 -0.1 0.1
C 0.2 0.1 0.1
H 0.0 0.0 0.0
H 0.0 0.0 0.0
H 0.0 0.0 0.0
H 0.0 0.0 0.0
H 0.0 -0.1 0.1
H 0.1 0.1 -0.1
H -0.1 0.1 0.0
H 0.1 0.0 0.0
C -0.1 0.0 0.2
C 0.1 0.0 -0.2
C -0.1 0.0 0.1
O 0.1 0.0 0.1
C 0.1 0.0 -0.2
H 0.0 0.0 0.0
H 0.0 0.0 0.0
H 0.0 0.0 0.0
H 0.0 0.0 0.0
H 0.1 -0.1 0.0
H -0.1 0.0 -0.1
H 0.0 0.1 0.0
H 0.0 -0.1 0.0
C 0.0 0.0 0.2
C 0.1 -0.1 -0.2
C -0.1 0.1 0.1
O 0.1 -0.3 0.2
C 0.1 0.1 -0.2
H 0.0 0.0 0.0
H 0.0 0.0 0.0
H 0.0 0.0 0.0
H 0.0 0.0 0.0
H 0.0 -0.1 0.0
H 0.0 0.1 0.0
H 0.1 0.0 0.0
H -0.1 0.0 0.0
C 0.0 0.2 0.1
C 0.1 -0.2 0.0
C -0.2 0.2 -0.1
O 0.2 0.0 0.2
C 0.0 -0.2 -0.2
H 0.0 0.0 0.0
H 0.0 0.0 0.0
H 0.0 0.0 0.0
H 0.0 0.0 0.0
H 0.0 0.0 0.1
H 0.0 0.0 -0.1
H 0.1 0.1 0.0
H -0.1 0.0 -0.1

[3]
A molecular structure, C19H20BrF3N4O4PtS2Si in a non-equilibrium geometry, computed with ωB97M-V with the def2-TZVPD basis set.

Values from the calculation:
DFT total energy, eV: -145170.8236
Net charge: -2
Energy relative to the best compared isomer or geometry (same formula, charge and spin), kJ/mol: 197.8

Last column: Mulliken charge in e.
Cartesian coordinates (Å):
Pt  -2.6409  -0.6734  -0.5087  0.49
Br  1.8349  5.5132  -0.6859  -0.29
C  0.8579  3.8750  -0.7270  -0.03
C  1.4805  2.7135  -0.3036  -0.13
N  0.8542  1.5429  -0.3285  0.00
C  -0.3979  1.5173  -0.7767  0.06
C  -1.1061  2.6280  -1.2204  0.54
C  -0.4411  3.8471  -1.1917  -0.65
C  -2.5562  2.5881  -1.7629  0.21
O  -2.8928  3.5976  -2.4069  -0.79
O  -3.2350  1.5774  -1.4703  -0.59
H  2.5032  2.7193  0.0586  0.26
H  -0.8598  0.5292  -0.7693  -0.07
H  -0.9594  4.7277  -1.5456  0.56
F  -4.1847  -3.1001  -0.2332  -0.23
C  -4.2203  -1.8440  -0.7767  0.57
F  -5.4241  -1.3561  -0.3440  -0.24
F  -4.3633  -2.0334  -2.1152  -0.24
C  -2.9308  1.4040  2.3134  -1.10
Si  -2.5416  -0.3561  1.7449  0.25
C  -3.7415  -1.3726  2.7948  -1.25
C  -0.8280  -0.7524  2.4046  -0.83
H  -2.9626  1.4486  3.4083  0.36
H  -3.9028  1.7132  1.9210  0.25
H  -2.1908  2.1304  1.9614  0.31
H  -3.5541  -1.2205  3.8653  0.39
H  -3.6463  -2.4394  2.5756  0.28
H  -4.7711  -1.0742  2.5779  0.26
H  -0.8243  -0.6790  3.4977  0.47
H  -0.0723  -0.0705  2.0006  0.08
H  -0.5412  -1.7664  2.1109  0.21
N  5.2644  1.6012  0.8541  -0.60
C  4.4507  0.4771  0.6075  0.84
C  3.4822  0.0941  1.5337  -0.57
C  2.7267  -1.0434  1.3249  -0.44
C  2.9402  -1.8262  0.1954  -0.23
C  3.9129  -1.4613  -0.7217  -0.47
C  4.6583  -0.3063  -0.5217  -0.77
S  1.9591  -3.2943  -0.0258  1.20
O  2.6229  -4.0652  -1.0624  -0.71
O  1.8636  -3.8989  1.2811  -0.78
N  0.5357  -2.7632  -0.4189  -0.32
C  0.2624  -2.2475  -1.6261  0.35
S  1.4089  -2.1282  -2.9875  -0.17
C  0.2072  -1.3313  -3.9333  -0.40
C  -0.9306  -1.2202  -3.2198  -0.67
N  -0.9057  -1.7216  -1.9375  -0.27
H  4.8513  2.2750  1.4794  0.27
H  5.6243  2.0357  0.0193  0.24
H  3.3224  0.7022  2.4181  0.25
H  1.9600  -1.3401  2.0289  0.52
H  4.0784  -2.0868  -1.5878  0.52
H  5.4074  -0.0084  -1.2483  0.28
H  0.4039  -1.0045  -4.9413  0.40
H  -1.8483  -0.7728  -3.5787  0.43

Force components x, y, z for each atom (eV/Å):
Pt 0.4 -0.1 -0.5
Br 0.0 0.0 0.0
C 0.0 0.0 0.0
C 0.0 -0.1 0.0
N 0.0 0.0 0.0
C -0.1 0.2 0.3
C 0.0 0.0 -0.1
C 0.1 0.0 0.0
C -0.1 0.1 0.1
O 0.0 -0.1 0.0
O 0.4 0.2 -0.3
H 0.0 0.0 0.0
H 0.1 0.0 -0.1
H 0.0 0.0 0.0
F 0.0 -0.2 -0.2
C 0.3 0.1 2.0
F -0.2 0.0 -0.3
F 0.0 0.0 -0.3
C 0.1 0.3 -0.2
Si -1.2 -0.5 0.2
C 0.0 -0.2 0.0
C 0.3 -0.1 -0.3
H 0.0 0.0 0.0
H 0.0 0.0 0.0
H 0.0 0.0 0.0
H 0.0 0.0 0.0
H 0.0 0.0 0.0
H 0.0 0.0 0.0
H 0.0 0.1 0.0
H 0.0 0.0 0.0
H 0.0 0.0 0.0
N 0.0 -0.1 0.0
C 0.1 0.0 0.1
C 0.0 0.0 0.0
C 0.0 0.0 -0.1
C 0.2 0.0 0.1
C -0.1 0.1 0.0
C 0.0 0.0 0.0
S 0.1 0.1 0.1
O 0.0 0.1 -0.1
O 0.0 -0.1 0.0
N -0.4 0.1 -0.3
C 0.3 -0.1 0.2
S 0.0 -0.2 0.1
C 0.0 0.0 -0.1
C 0.0 -0.1 0.1
N -0.2 0.4 -0.5
H 0.0 0.1 -0.1
H -0.1 0.1 0.0
H 0.0 0.0 0.0
H 0.0 0.0 0.0
H 0.0 0.0 0.0
H 0.0 0.0 0.0
H 0.0 0.0 0.0
H 0.0 0.0 0.0

[4]
2 unconnected molecules or ions with the total composition C12H21I2N7O5PS in a non-equilibrium geometry, computed with ωB97M-V with the def2-TZVPD basis set.

Values from the calculation:
DFT total energy, eV: -69759.7872
Net charge: -1

Last column: Mulliken charge in e.
Cartesian coordinates (Å):
C  5.8860  0.0108  0.3056  -0.89
P  4.7876  -1.5076  0.8390  0.24
O  4.8078  -1.6568  2.5729  -0.54
N  3.1075  -1.1711  0.2233  0.12
C  2.2203  -0.3735  1.1355  -0.69
C  2.3885  1.2451  0.7481  -0.31
S  1.7111  2.1736  2.2687  -0.14
C  -0.0231  2.8049  1.9531  0.32
N  -0.5494  3.6400  0.8040  -0.26
N  -1.8944  4.0011  0.8271  -0.27
C  -2.4187  3.3648  2.1190  0.12
O  -1.2842  2.6482  2.7336  -0.31
C  2.8358  -1.6860  -1.0079  0.48
N  3.9414  -2.4909  -1.6548  -0.46
C  3.1961  -2.8978  -2.9428  -0.11
I  4.2033  -4.1803  -4.4005  0.10
N  1.7920  -2.2797  -2.9304  -0.60
I  0.5870  -2.6708  -4.5550  -0.15
N  1.5520  -1.5220  -1.7609  0.75
C  0.2553  -0.8050  -1.5321  -0.47
C  -0.8721  -1.8360  -0.8754  0.34
O  -0.6894  -3.2470  -1.3180  -0.47
C  -2.4004  -1.3077  -1.1928  -0.62
N  -2.5919  0.1863  -1.0425  -0.28
H  5.4011  0.6390  -0.5554  0.26
H  6.2635  0.6397  1.2220  0.29
H  6.8641  -0.4901  -0.1609  0.31
H  3.9640  -2.0997  2.9234  0.34
H  1.0747  -0.7101  1.1294  -0.07
H  2.5293  -0.4254  2.2880  0.56
H  1.8504  1.5365  -0.2485  0.30
H  3.5503  1.5193  0.7301  0.21
H  -3.5332  3.4966  2.4514  0.43
H  0.2949  0.1224  -0.8203  -0.16
H  -0.1979  -0.4541  -2.5750  0.31
H  -0.7522  -1.7934  0.3076  0.24
H  -0.8529  -3.7806  -0.4646  0.35
H  -2.6604  -1.6646  -2.2812  0.29
H  -3.1094  -1.8525  -0.4157  0.20
H  -1.8672  0.6329  -0.4377  0.04
H  -2.7020  0.6620  -1.9645  0.24
O  -6.3292  0.3826  -0.1397  -0.68
C  -5.6049  0.9367  0.8434  0.30
C  -6.0610  2.4583  1.0452  -0.42
O  -5.3286  3.0160  2.0196  -0.76
H  -4.5103  0.9699  0.7015  -0.21
H  -5.6769  0.4712  1.8418  0.23
H  -7.1537  2.4222  1.1985  0.24
H  -6.0007  2.9225  0.0448  0.25

Force components x, y, z for each atom (eV/Å):
C 1.0 0.4 0.2
P 1.2 -1.8 -0.6
O -2.3 0.8 -0.9
N 0.0 0.9 2.3
C -1.0 1.6 0.1
C -0.2 -1.0 0.2
S -2.0 0.8 -0.9
C -6.1 3.5 -3.9
N 1.5 -1.8 2.6
N 1.4 -4.4 6.4
C 5.2 1.1 -3.9
O -0.7 1.1 -1.4
C 0.1 -1.3 -2.3
N -7.3 1.5 -2.9
C -1.9 3.6 4.7
I -0.7 0.9 1.0
N 5.7 -1.6 1.6
I -2.4 -0.5 -2.9
N 5.0 -0.9 1.8
C -2.2 -0.5 -0.3
C -0.5 0.6 0.9
O -0.5 1.1 2.7
C 0.3 -0.6 0.1
N 1.0 -1.0 -0.7
H 0.8 -1.1 1.8
H -0.9 -0.9 -1.8
H -2.3 0.9 1.1
H 1.8 0.8 -0.9
H 2.6 0.7 -0.3
H -0.3 -0.3 -2.7
H 1.1 -0.4 2.0
H -2.7 -0.6 0.0
H 1.4 -1.0 -0.3
H 0.5 -1.9 -1.5
H 1.4 -0.8 2.1
H 0.0 -0.1 -2.3
H 0.4 1.1 -2.2
H 0.4 0.7 2.2
H 1.4 1.0 -1.7
H -1.0 -0.4 -0.9
H 0.4 -0.5 1.4
O 0.9 0.4 1.0
C -0.1 -2.3 -1.1
C 0.0 2.0 0.6
O -0.3 0.0 -0.4
H 0.0 0.4 -0.6
H -0.7 0.1 0.2
H 0.0 -0.3 0.6
H 0.7 -0.1 -0.1

Molar mass readings, ordered: 248.315, 524.739, 792.589, 660.193 g mol⁻¹
LUMO energy readings, ordered: -0.0064, 0.0288, 0.1385, -0.0067 hartree
Frontier orbital gap readings, ordered: 8.37, 9.48, 5.55, 1.45 eV